ORCA calculation (ωB97M-V with the def2-TZVPD basis set) on a 7-piece molecular cluster, C49H93BBrF5N8O11P2 overall at a distorted geometry.

Output
SMILES   CCOCc1c(N)c2c(c(P(C)C)c1P(O)Br)C(=O)C(C(F)(F)c1cccc(C(F)(F)F)c1)=C(B(O)N(C)C)C2=O.COC[C@@H](C)N.COC[C@@H](C)N.COC[C@@H](C)N.COC[C@@H](C)N.COC[C@@H](C)N.COC[C@@H](C)N
Maximum force   0.036 Eh/bohr
Gap between HOMO and LUMO   6.434 eV

The geometry in ORCA input format:
```
! RIJCOSX wB97M-V def2-TZVPD def2/J DEFGRID3
* xyz 0 1
C -0.32 3.18 -0.88
C 0.66 2.97 -2.03
O 1.92 3.58 -1.77
C 2.95 2.69 -1.34
C 2.60 1.89 -0.10
C 2.12 0.58 -0.23
N 1.97 -0.01 -1.48
C 1.77 -0.14 0.93
C 1.91 0.43 2.19
C 2.36 1.74 2.36
P 2.34 2.40 4.09
C 4.06 2.41 4.71
C 1.67 4.11 4.14
C 2.74 2.44 1.19
P 3.51 4.06 1.60
O 2.84 4.98 0.44
Br 5.62 3.70 0.79
C 1.56 -0.46 3.34
O 2.25 -0.54 4.33
C 0.38 -1.35 3.12
C -0.54 -1.62 4.29
F -1.83 -1.69 3.84
F -0.50 -0.51 5.10
C -0.21 -2.82 5.14
C 0.91 -3.59 4.94
C 1.18 -4.65 5.79
C 0.33 -4.93 6.84
C -0.80 -4.15 7.04
C -1.71 -4.46 8.19
F -2.75 -3.60 8.28
F -1.04 -4.40 9.37
F -2.23 -5.70 8.11
C -1.07 -3.10 6.20
C 0.24 -1.91 1.90
B -0.92 -2.92 1.47
O -2.13 -2.36 1.08
N -0.79 -4.34 1.48
C -1.49 -4.96 0.34
C 0.59 -4.86 1.53
C 1.22 -1.52 0.85
O 1.50 -2.30 -0.05
H -0.22 2.42 -0.11
H -1.34 3.19 -1.26
H -0.11 4.15 -0.44
H 0.76 1.92 -2.29
H 0.26 3.48 -2.91
H 3.22 2.06 -2.19
H 3.81 3.30 -1.13
H 2.15 -1.01 -1.45
H 2.56 0.42 -2.17
H 4.01 2.30 5.79
H 4.57 1.53 4.32
H 4.62 3.31 4.46
H 1.13 4.21 5.08
H 0.96 4.23 3.31
H 2.44 4.88 4.06
H 3.36 5.77 0.28
H 1.60 -3.36 4.15
H 2.06 -5.26 5.65
H 0.54 -5.75 7.52
H -1.94 -2.48 6.36
H -2.00 -1.68 0.41
H -1.06 -4.64 -0.61
H -2.55 -4.75 0.38
H -1.37 -6.04 0.42
H 1.08 -4.82 0.56
H 0.54 -5.91 1.82
H 1.17 -4.35 2.29
C 5.37 -9.26 -0.54
O 4.98 -8.01 -1.07
C 3.60 -7.86 -1.32
C 2.75 -7.49 -0.10
C 2.49 -8.66 0.85
N 3.32 -6.38 0.67
H 4.76 -10.07 -0.96
H 5.30 -9.29 0.55
H 6.41 -9.42 -0.83
H 3.53 -7.03 -2.04
H 3.20 -8.75 -1.82
H 1.78 -7.16 -0.48
H 3.36 -8.88 1.47
H 1.67 -8.42 1.53
H 2.22 -9.56 0.30
H 3.38 -5.56 0.07
H 4.28 -6.60 0.88
C -1.85 0.80 -3.95
O -1.32 2.00 -4.47
C -0.75 1.91 -5.76
C -1.76 1.98 -6.92
C -2.55 0.69 -7.12
N -2.69 3.10 -6.78
H -1.27 -0.06 -4.27
H -2.90 0.66 -4.23
H -1.80 0.87 -2.86
H -0.08 2.78 -5.84
H -0.13 1.01 -5.84
H -1.17 2.15 -7.82
H -3.34 0.59 -6.38
H -3.02 0.69 -8.10
H -1.90 -0.18 -7.06
H -2.18 3.97 -6.77
H -3.13 3.04 -5.87
C 3.61 1.94 -7.81
O 3.55 0.78 -7.01
C 4.77 0.38 -6.42
C 5.14 1.13 -5.13
C 5.65 2.54 -5.36
N 4.01 1.18 -4.19
H 4.56 2.00 -8.35
H 3.46 2.85 -7.23
H 2.80 1.87 -8.54
H 4.63 -0.68 -6.17
H 5.58 0.43 -7.15
H 5.94 0.55 -4.66
H 4.85 3.24 -5.59
H 6.15 2.91 -4.46
H 6.38 2.57 -6.17
H 3.74 0.23 -3.96
H 3.21 1.56 -4.69
C -0.53 3.20 7.75
O -0.95 4.48 7.30
C -2.34 4.62 7.09
C -3.16 4.91 8.35
C -3.38 3.69 9.24
N -2.59 5.99 9.16
H -1.14 2.41 7.31
H -0.55 3.13 8.84
H 0.50 3.07 7.41
H -2.44 5.48 6.42
H -2.73 3.75 6.55
H -4.15 5.24 8.00
H -2.49 3.45 9.82
H -4.19 3.88 9.94
H -3.65 2.81 8.65
H -2.56 6.84 8.60
H -1.62 5.76 9.34
C -4.06 -2.40 -7.98
O -3.25 -2.02 -9.08
C -1.99 -2.64 -9.15
C -2.00 -4.04 -9.78
C -2.54 -5.13 -8.86
N -2.73 -4.09 -11.05
H -3.46 -2.60 -7.09
H -4.67 -3.27 -8.21
H -4.73 -1.57 -7.77
H -1.38 -1.99 -9.79
H -1.52 -2.67 -8.16
H -0.95 -4.29 -10.00
H -3.63 -5.11 -8.80
H -2.26 -6.11 -9.24
H -2.14 -5.03 -7.85
H -2.30 -3.45 -11.71
H -3.66 -3.70 -10.89
C -5.96 7.34 5.27
O -5.24 6.13 5.20
C -5.45 5.35 4.05
C -4.65 5.77 2.82
C -5.19 7.02 2.13
N -3.23 5.97 3.11
H -6.95 7.24 4.82
H -5.43 8.17 4.79
H -6.08 7.59 6.32
H -5.13 4.34 4.33
H -6.53 5.29 3.82
H -4.72 4.95 2.10
H -4.92 7.93 2.67
H -4.77 7.11 1.13
H -6.28 6.99 2.03
H -2.83 5.11 3.46
H -3.16 6.62 3.89
*
```

***

ORCA calculation (ωB97M-V with the def2-TZVPD basis set) on a 13-piece molecular cluster, C49H96NO38S overall at a distorted geometry.

Output
Maximum force   0.092 Eh/bohr
Gap between HOMO and LUMO   8.658 eV

The geometry in ORCA input format:
```
! RIJCOSX wB97M-V def2-TZVPD def2/J DEFGRID3
* xyz -1 1
C 13.33 14.50 10.15
C 14.02 15.85 10.35
C 13.01 16.98 10.61
O 13.76 18.11 10.85
C 12.90 19.20 11.16
N 14.92 15.65 11.40
H 15.59 16.38 11.40
H 14.57 15.39 12.30
H 15.98 13.93 10.95
H 12.92 14.36 11.13
H 14.10 13.75 9.89
H 12.55 14.55 9.37
H 14.51 16.12 9.44
H 12.44 16.69 11.51
H 12.37 17.05 9.74
H 12.06 18.90 11.87
H 12.46 19.60 10.25
H 13.57 19.94 11.57
S 16.47 12.66 9.34
O 15.97 13.85 8.64
O 15.46 11.57 9.37
O 17.81 12.22 8.93
O 16.63 13.16 10.79
C 18.44 22.16 13.86
O 18.11 21.15 14.72
C 16.86 21.42 15.25
C 16.41 20.30 16.12
O 16.47 19.05 15.60
C 15.45 18.77 14.60
C 14.09 18.48 15.31
O 13.38 19.70 15.62
C 12.09 19.51 16.20
H 19.47 22.03 13.58
H 18.43 23.11 14.40
H 17.77 22.19 12.99
H 16.19 21.60 14.40
H 16.83 22.29 15.95
H 15.41 20.58 16.56
H 17.02 20.23 17.05
H 15.82 17.84 14.22
H 15.45 19.50 13.80
H 14.23 17.87 16.20
H 13.40 17.88 14.66
H 11.73 20.50 16.42
H 12.22 18.91 17.06
H 11.40 19.01 15.52
C 13.78 23.07 15.15
O 13.97 23.66 13.91
C 13.58 22.88 12.79
C 12.13 22.60 12.81
O 11.78 22.12 11.57
C 10.40 21.90 11.35
C 10.04 21.67 9.90
O 10.02 22.85 9.10
C 11.34 23.12 8.55
H 14.01 21.98 15.19
H 12.74 23.13 15.51
H 14.37 23.53 15.94
H 14.19 21.98 12.72
H 13.79 23.45 11.87
H 11.67 23.58 13.05
H 11.80 21.88 13.53
H 9.80 22.76 11.67
H 10.10 21.01 11.93
H 9.08 21.25 9.97
H 10.70 20.90 9.51
H 11.77 22.19 8.09
H 12.10 23.53 9.20
H 11.24 23.85 7.78
C 17.87 18.59 11.22
O 17.55 17.48 12.04
C 18.57 16.94 12.76
C 18.14 15.53 13.12
O 17.01 15.62 13.97
C 16.58 14.40 14.50
C 15.20 14.48 15.10
O 14.25 14.15 14.13
C 12.96 14.25 14.72
H 18.64 18.35 10.52
H 18.15 19.48 11.85
H 17.00 18.81 10.65
H 18.69 17.50 13.70
H 19.53 16.90 12.27
H 19.03 15.11 13.59
H 17.92 14.99 12.20
H 17.29 14.10 15.26
H 16.58 13.66 13.67
H 14.94 15.50 15.46
H 15.02 13.82 15.96
H 12.74 15.30 14.91
H 13.00 13.71 15.69
H 12.18 13.93 14.03
C 8.00 13.21 8.09
O 9.03 13.24 9.08
C 9.54 11.99 9.44
C 10.73 12.09 10.32
O 10.41 12.60 11.66
C 9.68 11.64 12.42
C 9.67 12.03 13.86
O 9.19 13.36 13.95
C 9.33 13.86 15.28
H 7.70 14.27 7.93
H 7.06 12.75 8.53
H 8.42 12.65 7.21
H 9.87 11.56 8.49
H 8.72 11.37 9.77
H 11.44 12.84 9.94
H 11.11 11.08 10.39
H 10.11 10.62 12.31
H 8.67 11.59 11.99
H 10.68 11.90 14.28
H 9.01 11.24 14.38
H 9.05 14.92 15.30
H 10.38 13.87 15.52
H 8.71 13.22 15.94
C 13.25 11.39 7.68
C 13.80 12.46 6.81
O 12.66 13.05 6.23
C 11.67 12.13 6.25
O 10.67 12.16 5.62
O 12.03 11.11 7.02
H 13.09 11.68 8.71
H 13.85 10.52 7.71
H 14.45 12.08 6.01
H 14.37 13.18 7.40
C 13.89 11.58 12.14
C 14.74 10.29 11.99
O 14.29 9.55 13.13
C 13.08 9.98 13.55
O 12.41 9.44 14.40
O 12.83 11.13 13.03
H 13.57 11.99 11.19
H 14.41 12.37 12.66
H 15.81 10.47 11.93
H 14.39 9.73 11.10
C 9.67 15.57 11.11
C 8.27 15.12 11.42
O 7.48 16.37 11.38
C 8.29 17.40 11.15
O 7.96 18.60 11.18
O 9.58 16.98 10.96
H 9.95 15.06 10.20
H 10.30 15.34 11.93
H 8.22 14.83 12.43
H 7.88 14.40 10.71
C 18.09 15.33 7.35
C 18.15 15.69 8.83
O 19.36 16.43 8.88
C 19.73 16.86 7.67
O 20.49 17.72 7.35
O 18.97 16.26 6.69
H 17.07 15.45 7.03
H 18.36 14.33 7.08
H 18.33 14.86 9.50
H 17.35 16.29 9.32
C 8.04 18.46 15.06
C 8.58 19.46 14.01
O 9.84 18.90 13.71
C 9.89 17.57 14.11
O 10.77 16.85 13.97
O 8.74 17.26 14.68
H 6.96 18.29 14.96
H 8.35 18.74 16.05
H 8.79 20.45 14.32
H 7.97 19.42 13.09
C 15.01 22.02 9.03
C 16.37 21.58 9.58
O 16.72 20.49 8.77
C 15.59 20.03 8.13
O 15.49 19.00 7.53
O 14.57 20.86 8.32
H 15.10 22.88 8.33
H 14.25 22.23 9.77
H 16.20 21.26 10.61
H 17.20 22.31 9.61
C 19.92 11.53 11.56
C 20.36 12.94 11.23
O 20.67 13.55 12.49
C 20.41 12.65 13.48
O 20.60 12.79 14.64
O 19.87 11.53 12.96
H 20.68 10.81 11.23
H 18.98 11.22 11.07
H 19.53 13.49 10.77
H 21.16 13.03 10.53
*
```

***

Ordered E_HOMO results: -7.7, -7.1; unit eV.